(1)
Molecular formula: C27H87N15O16
Method: DFT, ωB97M-V with the def2-TZVPD basis set

Geometry as XYZ:
```
145
Properties=species:S:1:pos:R:3:forces:R:3
C -0.084 1.167 5.908 -0.890 -1.066 -2.541
C -1.342 1.863 5.404 0.040 0.407 -0.377
O -1.319 2.028 3.947 -0.416 -0.106 1.222
H 0.754 1.689 5.445 0.278 0.008 0.472
H -0.079 0.114 5.513 0.173 0.783 0.713
H -0.107 1.212 6.968 0.420 -0.114 0.958
H -1.303 2.846 5.851 -0.254 0.646 0.051
H -2.263 1.397 5.791 0.268 -0.164 -0.568
H -2.249 2.060 3.629 0.542 -0.317 0.137
C 1.245 -3.800 0.624 0.515 0.561 -0.134
C 2.100 -4.306 -0.541 -1.065 -0.833 0.678
O 3.271 -3.585 -0.591 1.567 1.171 0.019
H 0.675 -2.916 0.296 -0.033 -0.315 0.307
H 1.934 -3.467 1.424 -0.365 -0.216 -0.302
H 0.604 -4.570 1.046 -0.256 0.054 -0.110
H 1.608 -4.213 -1.499 -0.564 -0.058 -0.263
H 2.304 -5.376 -0.389 0.134 0.019 -0.011
H 3.406 -3.305 -1.518 0.122 -0.399 -0.181
C 2.266 4.759 5.677 0.285 0.638 -0.389
C 2.267 5.541 4.313 -0.558 0.614 1.055
O 1.200 5.078 3.524 0.471 -0.593 -1.002
H 3.198 5.009 6.212 -0.389 -0.305 0.004
H 2.199 3.663 5.496 0.259 0.785 -0.043
H 1.405 5.025 6.339 0.580 0.014 -0.628
H 3.175 5.463 3.744 0.389 -0.571 0.039
H 2.104 6.648 4.369 0.386 -0.623 0.824
H 0.466 5.318 4.060 -1.490 -0.014 0.204
C 4.418 -5.470 -3.557 -0.459 -2.068 -0.543
C 4.527 -4.027 -3.849 1.253 1.820 0.858
O 3.524 -3.166 -3.252 0.542 -1.051 -0.592
H 3.446 -5.950 -3.810 0.357 0.605 0.168
H 4.696 -5.811 -2.567 -0.169 0.453 0.484
H 5.145 -5.996 -4.199 -0.151 0.251 0.011
H 4.571 -3.863 -4.920 -0.351 0.037 -0.360
H 5.556 -3.695 -3.491 -1.072 -0.201 -0.229
H 3.914 -2.247 -3.291 -0.176 -0.088 0.265
C -8.295 1.827 -1.580 0.368 1.830 -1.356
C -8.846 0.681 -0.800 0.219 1.655 0.400
O -8.712 1.088 0.551 -1.646 -0.407 1.575
H -7.462 2.354 -1.083 -0.135 -0.670 0.100
H -8.994 2.674 -1.800 0.019 -0.911 0.481
H -7.940 1.541 -2.561 0.187 -0.306 -0.305
H -8.260 -0.195 -0.875 0.405 -1.181 -0.787
H -9.887 0.544 -1.053 -0.286 -0.473 -0.161
H -9.530 0.765 0.986 1.002 0.409 0.067
C 7.129 -3.889 0.078 -0.472 -0.529 -0.490
C 6.794 -2.431 0.229 1.678 0.760 2.160
O 7.966 -1.592 0.344 0.609 0.328 -1.140
H 7.439 -4.163 -0.931 0.151 0.101 -0.072
H 6.187 -4.420 0.259 0.211 -0.213 0.059
H 7.902 -4.241 0.785 -0.432 0.408 -0.205
H 6.419 -2.307 1.262 -0.716 -0.068 -0.674
H 6.189 -1.947 -0.507 -0.927 -0.428 -0.440
H 8.178 -1.224 -0.538 -0.115 -0.401 0.769
C 4.328 5.190 1.494 1.927 -0.256 -0.992
C 4.637 4.476 0.132 0.236 1.839 -0.272
O 3.609 3.588 -0.256 0.228 -0.062 0.582
H 4.642 4.700 2.424 -0.299 -0.738 -0.511
H 3.292 5.386 1.487 -1.215 0.582 0.291
H 4.943 6.092 1.542 -0.422 0.347 -0.222
H 5.589 3.975 0.197 0.503 -0.435 0.055
H 4.784 5.264 -0.707 -0.559 -1.179 1.364
H 3.463 3.044 0.551 -0.164 -0.375 -0.676
C -5.594 3.200 3.455 -0.241 0.119 0.891
C -5.047 1.889 4.029 0.888 0.038 0.217
O -3.997 1.325 3.123 -1.759 1.136 1.402
H -4.842 3.690 2.872 0.709 0.268 -0.194
H -5.981 3.954 4.188 0.431 -0.929 -0.257
H -6.390 3.012 2.777 -0.836 -0.266 -0.675
H -5.817 1.135 4.279 0.183 0.239 -0.720
H -4.611 2.074 5.023 0.380 0.061 -0.403
H -4.336 0.452 2.886 0.300 -0.638 -0.220
C 0.966 1.866 -1.127 -1.890 0.370 1.080
C -0.198 0.906 -0.676 -0.764 1.362 -1.607
C -1.466 1.808 -0.497 0.415 -0.362 -0.190
O -1.744 2.548 -1.710 -0.223 -0.711 0.642
C -2.426 3.752 -1.462 -0.494 -0.716 2.355
N -0.364 -0.138 -1.717 0.716 0.883 -0.499
H 1.901 1.437 -0.911 1.346 -0.837 -0.427
H 0.993 2.777 -0.499 -0.357 -0.286 -0.330
H 0.777 2.193 -2.168 0.375 -0.420 0.509
H -0.128 0.412 0.272 0.820 0.054 0.887
H -1.271 2.534 0.332 -0.069 -0.501 -0.486
H -2.297 1.142 -0.177 -0.029 0.514 -0.417
H -2.372 4.375 -2.300 0.004 0.761 -1.481
H -1.908 4.256 -0.630 -0.236 0.189 -0.135
H -3.507 3.638 -1.129 0.998 -0.153 -0.462
H -0.696 -1.047 -1.372 0.735 0.575 -0.398
H 0.512 -0.125 -2.299 -1.508 -0.843 0.878
C 2.495 0.949 2.125 -1.124 -0.912 0.154
O 3.360 1.408 1.394 1.320 0.363 -0.802
N 1.416 1.723 2.432 0.137 0.850 -0.051
N 2.528 -0.350 2.538 -0.224 -0.678 0.367
H 1.475 2.695 2.099 -0.033 -0.857 0.492
H 0.778 1.572 3.194 -0.078 -0.186 -0.003
H 1.775 -0.824 3.054 0.100 0.491 -0.344
H 3.182 -1.008 2.105 -0.280 0.897 0.248
C -4.470 -1.431 1.073 -1.338 0.976 2.826
O -4.307 -1.372 2.347 0.260 0.055 -1.860
N -5.482 -0.744 0.520 -1.311 1.312 1.197
N -3.704 -2.185 0.285 -0.503 0.878 -0.512
H -5.741 -0.765 -0.455 0.562 -0.169 -0.426
H -6.075 -0.148 1.139 1.019 -1.048 -0.732
H -4.172 -2.440 -0.553 0.134 -0.317 -1.044
H -3.204 -2.848 0.793 1.169 -1.323 0.539
C -4.219 -0.526 -2.805 -0.898 -0.150 1.947
O -5.101 -1.138 -2.141 0.773 0.142 -1.493
N -4.068 0.829 -2.656 -0.115 -0.269 -0.480
N -3.317 -1.120 -3.628 -0.227 3.171 0.117
H -4.628 1.425 -2.046 0.261 -0.972 -0.267
H -3.158 1.155 -2.895 0.506 0.743 0.017
H -2.480 -0.590 -3.888 -0.431 -0.505 -0.032
H -3.207 -2.073 -3.617 0.126 -2.379 0.268
C 4.433 -0.006 -2.193 -0.260 -1.938 -3.384
O 4.500 -0.848 -3.163 0.245 1.536 1.182
N 4.147 -0.392 -0.976 -0.317 -0.917 2.119
N 4.584 1.285 -2.465 -0.122 2.381 1.651
H 3.919 -1.362 -0.762 0.131 0.342 -0.408
H 4.211 0.212 -0.174 -0.199 0.453 0.131
H 4.337 2.025 -1.751 0.376 -1.079 -1.160
H 4.784 1.557 -3.409 -0.054 -0.113 -0.002
C -1.182 -4.336 -4.222 0.496 -2.017 -1.518
O -0.945 -3.655 -3.271 0.142 1.632 1.014
N -1.179 -5.712 -4.127 -0.820 0.991 0.968
N -1.417 -3.938 -5.552 -0.034 0.171 1.566
H -1.016 -6.275 -4.884 0.285 -1.099 -2.409
H -0.922 -6.173 -3.300 0.299 0.096 1.388
H -1.628 -2.944 -5.566 -0.088 0.039 -0.351
H -2.136 -4.549 -5.899 -0.227 0.253 -0.649
C 0.113 -0.929 -5.607 0.962 0.544 -1.232
O -1.067 -0.945 -5.295 -0.107 -0.257 0.019
N 1.096 -1.657 -4.989 -1.435 -0.157 0.463
N 0.543 -0.131 -6.688 1.268 -0.752 0.840
H 0.749 -2.250 -4.208 0.730 0.766 -0.729
H 2.050 -1.343 -5.030 0.075 -0.243 0.184
H -0.115 0.240 -7.311 -1.566 0.458 -0.219
H 1.367 -0.344 -7.235 0.190 -0.382 0.721
C -0.984 -1.940 3.286 -0.260 0.994 0.228
O 0.164 -2.126 3.648 1.159 -0.465 0.130
N -1.490 -0.681 3.209 1.390 -0.494 0.340
N -1.854 -2.936 2.977 -1.377 0.460 -0.484
H -2.369 -0.548 2.815 -1.606 0.404 -0.582
H -0.888 0.117 3.370 -0.363 -0.301 -0.095
H -1.568 -3.869 3.146 0.242 -0.555 0.231
H -2.861 -2.703 2.918 0.871 -0.162 0.171
```
Forces are in eV/Å.

Results
DFT total energy (Eh): -3106.3130
Molecular weight (g/mol): 878.082
Largest force on an atom (eV/Å): 3.908
Lowest unoccupied orbital energy (eV): 0.566
HOMO-LUMO gap (eV): 8.99
HOMO energy (hartree): -0.3097

---

(2)
Molecular formula: C35H36Ge2IrN3O3STe
Method: DFT, ωB97M-V with the def2-TZVPD basis set

Geometry as XYZ:
```
82
Properties=species:S:1:pos:R:3:forces:R:3
Ir 1.176 1.169 1.190 0.142 0.088 0.666
O 5.141 1.838 1.326 0.055 0.021 0.007
C 4.145 1.474 1.911 -0.036 0.195 0.080
O 3.198 0.783 1.317 -0.127 -0.268 -0.384
C 3.988 1.707 3.389 -0.063 0.011 0.006
C 5.177 1.796 4.111 0.012 -0.020 -0.012
C 5.180 1.970 5.481 -0.006 0.001 0.035
C 3.971 2.078 6.156 0.028 0.000 -0.015
C 2.783 2.016 5.455 0.037 -0.004 -0.033
C 2.769 1.827 4.068 0.036 -0.009 -0.009
S 1.144 1.881 3.376 -0.126 -0.078 -0.167
H 6.102 1.723 3.557 0.013 0.001 -0.006
H 6.115 2.022 6.020 0.029 0.007 0.017
H 3.952 2.218 7.228 0.001 0.004 0.034
H 1.839 2.120 5.973 -0.033 0.003 0.019
Te 1.139 3.212 -0.374 0.150 0.095 -0.086
C -1.043 -3.307 -5.835 -0.025 0.017 -0.019
C -0.011 -3.759 -4.840 0.022 -0.004 0.030
C -0.081 -5.016 -4.251 -0.003 0.017 -0.002
C 0.874 -5.434 -3.339 0.003 0.038 -0.004
C 1.941 -4.608 -3.010 -0.055 0.039 -0.047
N 2.933 -5.122 -2.144 -0.005 -0.261 0.074
C 3.872 -4.450 -1.397 0.030 -0.002 -0.019
O 4.971 -4.918 -1.193 0.079 -0.003 0.036
N 3.516 -3.215 -0.880 0.098 0.114 -0.039
C 2.271 -2.787 -0.405 -0.019 0.026 0.050
C 1.188 -3.625 -0.169 -0.007 0.018 -0.022
C 0.027 -3.074 0.342 -0.043 0.080 -0.007
C -0.021 -1.726 0.638 0.034 0.004 -0.033
N 1.033 -0.926 0.446 0.097 -0.069 0.003
C 2.144 -1.439 -0.086 -0.067 -0.029 -0.029
C 2.024 -3.346 -3.585 -0.001 0.000 -0.009
C 1.052 -2.934 -4.481 -0.018 -0.001 -0.011
H -1.611 -4.153 -6.221 -0.009 -0.005 -0.008
H -0.578 -2.798 -6.679 0.002 0.011 -0.007
H -1.753 -2.610 -5.386 -0.013 0.032 0.031
H -0.892 -5.684 -4.511 -0.020 -0.010 -0.009
H 0.802 -6.417 -2.890 0.006 -0.039 0.023
H 3.237 -6.065 -2.339 0.013 0.084 -0.015
H 4.319 -2.729 -0.507 -0.035 -0.035 0.001
H 1.254 -4.682 -0.373 -0.001 -0.022 -0.006
H -0.842 -3.689 0.522 -0.019 -0.004 0.006
H -0.920 -1.268 1.018 -0.025 -0.008 0.027
H 2.971 -0.755 -0.224 0.033 0.017 0.034
H 2.857 -2.696 -3.355 0.018 0.009 0.005
H 1.142 -1.954 -4.934 -0.007 0.034 -0.021
C -4.417 3.638 -0.568 0.040 -0.004 0.019
Ge -2.509 4.052 -0.721 0.196 0.069 -0.019
C -2.026 4.009 -2.617 0.002 0.002 0.019
C -2.056 5.820 -0.006 0.010 -0.046 -0.036
Ge -1.229 2.270 0.397 -0.509 -0.145 -0.074
C -2.030 2.084 2.193 0.113 0.025 -0.025
C -1.982 0.883 2.899 0.024 -0.075 -0.044
C -2.644 0.732 4.107 0.003 0.000 0.020
C -3.366 1.792 4.638 0.005 -0.014 0.014
C -3.417 2.996 3.956 0.005 0.014 0.002
C -2.755 3.137 2.744 0.038 0.088 0.005
C -1.803 0.691 -0.632 0.033 0.044 0.010
C -1.081 0.232 -1.731 0.043 0.000 0.017
C -1.503 -0.878 -2.444 0.012 -0.011 -0.025
C -2.662 -1.544 -2.073 -0.036 -0.018 -0.006
C -3.406 -1.082 -0.997 -0.015 -0.019 -0.014
C -2.982 0.032 -0.285 0.033 -0.028 0.021
H -4.985 4.398 -1.103 -0.051 0.025 -0.022
H -4.754 3.612 0.466 0.005 0.003 0.053
H -4.617 2.669 -1.024 -0.017 -0.033 -0.013
H -2.598 4.767 -3.154 -0.017 0.011 -0.019
H -2.247 3.035 -3.052 -0.005 -0.035 0.000
H -0.965 4.217 -2.754 0.015 0.007 -0.005
H -2.499 6.597 -0.628 -0.032 0.030 -0.036
H -0.973 5.939 -0.022 0.014 0.025 0.008
H -2.398 5.962 1.017 -0.030 -0.010 0.043
H -1.408 0.047 2.516 -0.023 0.019 -0.001
H -2.587 -0.209 4.638 0.001 -0.017 0.009
H -3.880 1.679 5.583 -0.010 -0.004 0.012
H -3.971 3.830 4.366 -0.008 0.020 0.006
H -2.804 4.089 2.232 -0.004 0.017 -0.034
H -0.159 0.728 -2.012 0.030 0.029 -0.011
H -0.914 -1.235 -3.278 0.021 -0.038 -0.058
H -2.988 -2.419 -2.622 0.002 -0.029 -0.017
H -4.317 -1.592 -0.708 -0.029 -0.011 0.009
H -3.564 0.374 0.562 -0.032 0.014 0.024
```
Forces are in eV/Å.

Results
DFT total energy (Eh): -6669.6984
Molecular weight (g/mol): 1043.795
Largest force on an atom (eV/Å): 0.687
Lowest unoccupied orbital energy (spin up / spin down) (eV): 0.011 / -1.732
Spin multiplicity: 5
HOMO-LUMO gap (spin up / spin down) (eV): 7.25 / 5.84
HOMO energy (spin up / spin down) (hartree): -0.2662 / -0.2783
Expectation value of S²: 6.032

---

(3)
Molecular formula: C4H7NO
Method: DFT, ωB97M-V with the def2-TZVPD basis set

Geometry as XYZ:
```
13
Properties=species:S:1:pos:R:3:forces:R:3
C 1.326 0.631 0.201 -0.047 0.023 0.017
C 0.458 -0.242 -0.676 0.137 -0.167 0.064
C -0.234 -1.387 -0.111 0.087 -0.090 0.105
N -1.698 -0.009 1.340 0.066 0.455 -0.703
C -1.646 0.713 0.375 -0.063 -0.401 0.509
O -0.897 0.203 -0.929 -0.170 0.279 -0.104
H 1.469 1.607 -0.274 -0.005 -0.137 0.063
H 0.876 0.776 1.185 0.076 -0.035 -0.142
H 2.307 0.158 0.320 -0.146 0.064 -0.028
H 0.909 -0.421 -1.656 -0.053 -0.001 0.144
H -0.676 -2.089 -0.808 0.019 0.106 0.080
H -0.270 -1.614 0.942 0.074 0.013 -0.099
H -2.009 1.684 0.034 0.026 -0.109 0.091
```
Forces are in eV/Å.

Results
Relative energy (zero: lowest compared OMol25 entry of this formula, charge and spin) (eV): 5.441
DFT total energy (Eh): -286.4317
Molecular weight (g/mol): 85.106
Largest force on an atom (eV/Å): 0.840
Lowest unoccupied orbital energy (spin up / spin down) (eV): -0.356 / -0.358
HOMO-LUMO gap (spin up / spin down) (eV): 7.81 / 7.81
HOMO energy (spin up / spin down) (hartree): -0.3001 / -0.3000

---

(4)
Molecular formula: C4H9NO2S
Method: DFT, ωB97M-V with the def2-TZVPD basis set

Geometry as XYZ:
```
17
Properties=species:S:1:pos:R:3:forces:R:3
C -2.134 1.687 -0.165 2.887 -0.260 -3.584
C -2.137 -0.636 0.611 -1.578 0.626 0.021
C -0.097 -1.038 -0.535 -0.035 -0.655 1.379
C 2.971 1.281 0.312 -1.050 -3.351 0.480
H -1.016 1.891 -0.271 -0.854 -0.660 1.376
H -2.546 2.142 0.720 -0.465 -0.430 0.243
H -2.295 2.262 -1.123 -1.270 -0.595 1.086
H -2.379 -0.111 1.603 -0.200 -0.939 -1.380
H -2.850 -1.616 0.440 2.002 2.279 0.212
H -0.578 -0.378 -1.298 0.731 -1.155 0.316
H 0.047 -2.147 -0.647 -1.328 0.528 -0.982
H 3.174 2.304 0.516 -0.332 0.904 -0.176
H 3.879 0.584 0.596 -1.784 1.047 -0.875
N 1.766 0.851 0.003 2.949 0.301 0.266
O -2.373 0.268 -0.507 -1.010 0.883 2.115
O -0.769 -0.841 0.730 0.003 -0.452 -0.627
S 1.608 -0.879 -0.230 1.334 1.928 0.130
```
Forces are in eV/Å.

Results
Relative energy (zero: lowest compared OMol25 entry of this formula, charge and spin) (eV): 4.418
DFT total energy (Eh): -761.1011
SMILES string: C=NSCOCOC
Molecular weight (g/mol): 135.188
Largest force on an atom (eV/Å): 4.610
Lowest unoccupied orbital energy (eV): 0.870
HOMO-LUMO gap (eV): 9.70
HOMO energy (hartree): -0.3245

---

(5)
Molecular formula: C15H27N3O8PtS
Method: DFT, ωB97M-V with the def2-TZVPD basis set

Geometry as XYZ:
```
55
Properties=species:S:1:pos:R:3:forces:R:3
Pt 0.589 2.272 -0.468 0.064 0.017 0.033
C -1.508 2.775 1.819 0.003 0.007 0.006
O -0.519 3.350 0.922 0.011 0.011 -0.027
C 0.287 4.378 1.564 -0.008 -0.002 0.022
C 1.213 4.929 0.514 -0.022 -0.034 0.084
O 1.905 3.826 -0.129 -0.016 0.059 -0.139
C 3.314 3.617 0.211 0.002 -0.062 0.040
C 3.486 2.982 1.564 -0.012 0.021 0.015
O 2.766 1.771 1.582 -0.006 0.014 0.003
C 3.063 0.992 2.745 0.000 -0.004 -0.003
H -2.159 3.578 2.156 0.005 -0.001 0.011
H -1.005 2.301 2.661 -0.003 -0.011 -0.006
H -2.082 2.053 1.248 -0.003 0.004 -0.005
H 0.823 3.920 2.397 -0.001 -0.003 -0.011
H -0.383 5.155 1.934 -0.001 -0.001 -0.004
H 1.945 5.603 0.958 0.000 0.007 -0.014
H 0.668 5.452 -0.271 0.002 -0.013 -0.008
H 3.806 4.587 0.152 -0.016 0.009 -0.009
H 3.698 2.978 -0.581 0.007 -0.010 0.016
H 3.145 3.650 2.366 0.031 0.007 0.003
H 4.559 2.817 1.719 0.000 -0.016 -0.012
H 4.125 0.743 2.777 -0.001 0.002 0.001
H 2.484 0.075 2.680 -0.008 0.002 0.003
H 2.790 1.533 3.655 0.002 0.000 0.002
O 2.231 0.885 -2.564 0.006 -0.001 0.012
C 1.624 1.409 -1.782 -0.024 0.003 -0.029
C 0.175 -6.748 -1.717 -0.005 0.002 -0.007
C -0.904 -5.729 -2.070 0.012 -0.010 0.012
S -0.907 -4.427 -0.872 0.001 0.019 -0.060
O 0.310 -3.646 -0.992 0.021 0.008 0.003
O -1.265 -4.939 0.423 0.008 -0.009 0.011
C -2.217 -3.310 -1.377 0.064 0.023 -0.009
C -2.407 -2.306 -0.234 -0.024 0.017 0.021
N -2.021 -0.931 -0.613 0.038 0.007 0.032
C -0.886 -0.336 -0.221 0.029 -0.008 0.004
N -0.842 0.902 -0.740 -0.032 0.002 0.028
C -1.979 1.107 -1.487 0.000 -0.007 -0.019
C -2.706 -0.028 -1.400 0.035 -0.008 -0.026
N -3.974 -0.289 -2.049 0.001 0.004 -0.002
O -4.473 0.655 -2.611 0.001 -0.008 0.002
O -4.408 -1.419 -1.978 -0.007 0.010 0.006
C 0.148 -0.940 0.654 -0.008 -0.002 0.035
H 0.164 -7.542 -2.461 0.002 0.001 0.000
H -0.013 -7.189 -0.740 0.003 0.002 0.001
H 1.162 -6.289 -1.718 0.002 -0.003 0.001
H -1.903 -6.166 -2.047 -0.001 -0.002 0.001
H -0.730 -5.260 -3.040 -0.009 0.006 0.001
H -3.135 -3.855 -1.587 0.023 -0.063 0.068
H -1.872 -2.828 -2.291 -0.096 0.002 -0.031
H -1.781 -2.561 0.619 -0.060 -0.077 0.012
H -3.435 -2.293 0.111 -0.018 0.063 -0.057
H -2.195 2.012 -2.027 -0.003 0.002 0.003
H -0.235 -1.071 1.668 -0.012 -0.003 -0.003
H 1.016 -0.284 0.697 0.006 0.000 0.005
H 0.447 -1.920 0.272 0.021 0.028 -0.018
```
Forces are in eV/Å.

Results
Relative energy (zero: lowest compared OMol25 entry of this formula, charge and spin) (eV): 0.310
Charge: +2
DFT total energy (Eh): -1870.7709
Molecular weight (g/mol): 604.539
Largest force on an atom (eV/Å): 0.152
Lowest unoccupied orbital energy (eV): -6.861
HOMO-LUMO gap (eV): 8.62
HOMO energy (hartree): -0.5690

---

- What is the DFT total energy in the fourth record?
  -761.1011 Eh